Entry 1:
C17H21N4O5S | the ωB97M-V functional and the def2-TZVPD basis

Each line ends with the Mulliken charge.
Cartesian coordinates (Å):
N (-0.26480, -3.12408, 3.52122)  -0.24
C (-0.98859, -2.36690, 3.13464)  0.40
O (-1.63419, -1.37277, 2.53662)  -0.20
S (-1.56663, 0.04492, 3.42489)  0.28
C (-0.25440, -0.01787, 4.66497)  -0.80
C (1.21837, 0.15643, 4.13389)  -0.50
C (1.41043, 0.05947, 2.58662)  -0.56
C (2.88653, -0.44118, 2.34144)  -0.71
N (3.08830, -0.91666, 0.95064)  -0.57
H (-1.18963, 1.06659, 2.56616)  0.31
H (-0.46325, 0.83153, 5.35332)  0.48
H (-0.29066, -0.92337, 5.29780)  0.45
H (1.57089, 1.15966, 4.43442)  0.41
H (1.84670, -0.60242, 4.62713)  0.36
H (1.37464, 1.07552, 2.15667)  0.31
H (0.76441, -0.67915, 2.07758)  0.47
H (3.10160, -1.30579, 3.00288)  0.29
H (3.54749, 0.40245, 2.60777)  0.35
H (3.77207, -0.29375, 0.52020)  0.32
H (2.21845, -0.76889, 0.44002)  0.21
C (2.43454, -1.44006, -5.22801)  -0.40
C (1.99287, -1.12977, -3.94818)  -0.46
C (2.87902, -0.61768, -3.01346)  -0.09
C (4.20198, -0.41725, -3.37369)  0.08
C (4.65561, -0.72971, -4.64502)  -0.33
C (3.76472, -1.24423, -5.57453)  -0.47
N (5.14018, 0.14773, -2.39578)  0.97
O (4.71895, 0.39681, -1.27473)  -0.67
O (6.28124, 0.33978, -2.75520)  -0.57
H (1.73895, -1.83506, -5.95838)  0.38
H (0.95542, -1.28491, -3.68079)  0.36
H (2.52891, -0.37819, -2.01945)  0.29
H (5.68952, -0.57686, -4.92250)  0.45
H (4.10664, -1.48954, -6.57149)  0.38
C (-6.56705, 0.11874, -0.42876)  -0.44
C (-6.59660, 1.30512, -1.14960)  -0.50
C (-5.51993, 2.17810, -1.09669)  -0.34
C (-4.41994, 1.84844, -0.32201)  -0.03
C (-4.38339, 0.66977, 0.40730)  0.16
C (-5.46261, -0.19710, 0.35291)  -0.41
N (-3.26801, 2.75974, -0.28435)  1.01
O (-3.33957, 3.78545, -0.91776)  -0.55
O (-2.29347, 2.42793, 0.38372)  -0.65
H (-7.40704, -0.56310, -0.47663)  0.39
H (-7.45882, 1.54877, -1.75622)  0.39
H (-5.55016, 3.10011, -1.66098)  0.46
H (-3.52583, 0.41470, 1.01539)  0.16
H (-5.44386, -1.12150, 0.91603)  0.37

ΔE to the lowest compared entry with this formula, charge and spin	0.00	kJ/mol
total charge	+1
energy	-1653.21352	hartree
HOMO energy	-11.887	eV
F_max	0.096	hartree/bohr



Entry 2:
C6H12N2O2 | the ωB97M-V functional and the def2-TZVPD basis

Each line ends with the Mulliken charge.
Cartesian coordinates (Å):
C (1.00034, -1.22640, -0.38286)  -0.92
C (-1.24706, -1.92716, -0.16360)  0.82
N (1.66811, -1.33619, 0.88774)  -0.45
O (-1.34182, -1.90787, 1.01748)  -0.48
O (-1.65399, -2.04890, -1.26076)  -0.43
H (1.20974, -2.00325, 1.49657)  0.20
H (0.80778, 0.42960, 1.80181)  0.40
H (2.65467, -1.55984, 0.81980)  0.20
H (0.82880, -2.18346, -0.88592)  0.42
H (1.62937, -0.73317, -1.11713)  0.42
C (1.21442, 1.60063, -0.47541)  -1.75
C (0.04177, 0.79117, 0.01517)  1.12
C (-1.18711, 0.93307, -0.77481)  -0.60
C (-2.38583, 1.24613, -0.28489)  -0.75
N (-0.06469, 0.74997, 1.37431)  -0.53
H (-0.83199, 0.18009, 1.71177)  0.28
H (-1.05274, 0.82047, -1.84363)  0.29
H (1.32149, 1.52291, -1.55576)  0.38
H (2.13688, 1.26649, 0.00145)  0.40
H (1.05255, 2.65186, -0.22255)  0.43
H (-2.54946, 1.42095, 0.76984)  0.28
H (-3.25123, 1.31291, -0.92861)  0.29

ΔE to the lowest compared entry with this formula, charge and spin	290.57	kJ/mol
energy	-495.72685	hartree
HOMO energy	-7.718	eV
F_max	0.049	hartree/bohr